(1)
The following is a DFT calculation (ωB97M-V/def2-TZVPD) of a structure of composition C52H36GeN11STc.

XYZ file:
```
102
C52H36GeN11STc, DFT ωB97M-V/def2-TZVPD
Tc 0.348 1.261 0.351
Ge -0.335 -2.397 -0.354
S -0.946 0.669 -1.622
N 0.993 0.592 2.109
N 2.159 0.792 -0.465
N 2.396 2.303 -2.275
N -0.799 2.537 1.559
N 0.574 2.952 -0.839
N -2.993 1.468 -2.989
N -0.413 1.570 3.747
N -3.442 1.360 -0.764
N 2.583 -0.982 1.091
N -1.309 4.216 -0.062
N -3.218 0.842 0.518
C -1.027 -4.760 1.197
C 2.857 1.370 -1.417
C 0.308 0.539 3.233
C -0.464 3.837 -0.981
C 0.195 -2.588 5.329
C -3.900 -2.443 -2.642
C 2.122 -4.036 -0.497
C 0.990 -1.608 2.872
C -2.371 5.732 2.408
C -2.481 -3.381 3.119
C 3.130 -2.624 -2.667
C 1.904 -2.282 -2.120
C -2.448 5.401 4.814
C 2.956 -0.230 0.149
C 5.259 1.057 -2.343
C -1.277 3.726 1.172
C 4.262 -0.215 -0.537
C -0.941 5.684 -4.255
C -2.705 6.176 3.688
C -2.558 1.215 -1.751
C -1.265 5.329 -2.948
C 4.196 0.779 -1.508
C -2.958 -2.131 -1.678
C -2.225 -3.634 -3.876
C -0.438 4.413 -2.329
C 3.351 -4.383 -1.045
C 6.410 0.292 -2.168
C -0.857 2.493 2.969
C 0.387 -0.781 3.817
C 5.396 -0.974 -0.356
C -1.651 -5.451 2.227
C -1.528 3.712 3.444
C 1.247 -2.935 3.158
C -1.844 4.145 4.713
C -1.100 -3.371 1.133
C 1.386 -2.982 -1.025
C 0.839 -3.410 4.395
C 1.015 4.240 -4.254
C 0.208 -0.664 0.502
C -2.375 -4.763 3.190
C -1.284 -3.321 -2.901
C -0.037 -1.253 5.056
C -1.847 -2.694 2.096
C -3.531 -3.193 -3.753
C 0.177 5.150 -4.895
C -1.634 -2.551 -1.795
C 1.316 2.962 -2.015
C 1.261 -0.789 1.650
C 0.676 3.884 -2.965
C 3.854 -3.679 -2.127
C -1.786 4.486 2.319
C 6.476 -0.702 -1.195
H -0.106 -3.003 6.280
H -1.933 -4.229 -4.730
H -3.169 7.145 3.810
H 7.271 0.473 -2.797
H 4.807 -3.956 -2.556
H -1.633 3.545 5.586
H 3.912 -5.209 -0.630
H -1.559 6.396 -4.782
H -4.264 -3.446 -4.506
H 7.387 -1.274 -1.088
H -0.504 -0.598 5.776
H -3.694 -0.052 0.613
H -2.558 6.335 1.531
H -2.866 -5.303 3.986
H 1.892 3.837 -4.739
H -2.716 5.782 5.789
H -3.055 -2.843 3.863
H -2.117 5.757 -2.440
H -2.344 1.394 -3.756
H -0.490 -5.321 0.442
H -1.583 -6.529 2.272
H 5.200 1.827 -3.098
H 1.746 -3.576 2.447
H 5.442 -1.749 0.394
H 1.748 -4.595 0.352
H -1.926 -1.610 2.061
H -4.374 1.680 -1.003
H -0.270 -3.678 -3.024
H 3.519 -2.077 -3.515
H -3.276 -1.577 -0.798
H 1.023 -4.444 4.652
H -4.928 -2.124 -2.522
H 1.337 -1.468 -2.564
H -3.596 1.492 1.199
H 0.402 5.458 -5.906
H -3.971 1.567 -3.208
```

The net charge is +2. As for the HOMO-LUMO gap: 6.2 eV. The value obtained for the total energy is -5160.9801 hartree. As for the strongest force on any atom: 0.76 eV/A.

Mulliken population analysis, charges in e, atoms 1 to 5:
1. Tc -2.254
2. Ge 1.810
3. S -0.034
4. N -0.752
5. N 0.498

***

(2)
The following is a DFT calculation (ωB97M-V/def2-TZVPD) of a cluster of 7 separate species, C6H27O7 in total at a distorted geometry.

XYZ file:
```
40
C6H27O7, DFT ωB97M-V/def2-TZVPD
O -1.058 0.285 -2.872
O -0.095 -0.469 -0.477
O 2.592 -0.310 -0.690
O -2.222 1.298 0.148
O 0.398 -0.448 2.179
O -0.117 -4.104 0.000
O 0.437 2.456 -0.682
C 1.387 3.051 0.170
C -0.216 1.086 -3.624
C -0.993 -4.041 1.106
C -3.480 0.658 -0.107
C 3.223 -0.946 0.451
C 0.052 0.686 2.912
H 0.809 -1.056 2.731
H -2.340 2.311 -0.066
H 0.971 -0.453 -0.602
H 0.234 0.587 3.982
H 3.702 -0.056 0.871
H -3.124 -0.069 -0.813
H -1.201 -3.052 1.332
H -3.944 0.318 0.762
H 0.895 3.559 1.092
H -0.523 2.787 -0.356
H -0.160 0.740 -4.606
H -0.114 -0.519 0.474
H -1.985 -4.352 0.841
H 0.566 -4.650 0.290
H -1.897 0.063 -3.305
H -4.109 1.452 -0.533
H 2.434 -1.532 1.116
H 1.871 3.699 -0.613
H -1.013 0.591 2.867
H -0.424 0.414 -0.856
H 0.657 0.957 -3.181
H 0.686 1.493 2.574
H -0.689 -4.632 2.051
H 1.973 2.247 0.475
H 3.236 -0.526 -1.369
H -0.377 2.169 -3.698
H 3.956 -1.692 0.024
```

The net charge is +1. As for the HOMO-LUMO gap: 10.5 eV. The value obtained for the total energy is -771.0344 hartree. As for the strongest force on any atom: 5.64 eV/A.

Mulliken population analysis, charges in e, atoms 1 to 5:
1. O -0.444
2. O -0.141
3. O -0.483
4. O -0.416
5. O -0.431

***

(3)
The following is a DFT calculation (ωB97M-V/def2-TZVPD) of the ion C6H11N2S with charge +1 at a distorted geometry.

XYZ file:
```
20
C6H11N2S, DFT ωB97M-V/def2-TZVPD
S -1.667 1.420 -0.813
N -0.541 0.191 -0.237
N -2.569 -0.823 -0.114
C 1.276 1.482 -1.170
C 0.900 0.294 -0.271
C 1.577 0.404 1.127
C -1.224 -0.859 0.169
C -2.918 0.315 -0.669
C -0.489 -1.881 0.844
H 0.828 0.299 1.956
H 2.324 1.670 -1.024
H 2.158 -0.471 1.103
H -0.370 -1.693 1.898
H 0.531 -2.104 0.462
H 1.058 1.109 -2.203
H -3.926 0.448 -1.170
H 2.295 1.309 1.230
H 0.622 2.316 -0.863
H -1.030 -2.818 0.558
H 1.167 -0.609 -0.813
```

The net charge is +1. As for the HOMO-LUMO gap: 10.5 eV. The value obtained for the total energy is -742.6356 hartree. As for the strongest force on any atom: 3.68 eV/A.

Mulliken population analysis, charges in e, atoms 1 to 5:
1. S 0.088
2. N 0.154
3. N -0.534
4. C -1.754
5. C 0.308

***

(4)
The following is a DFT calculation (ωB97M-V/def2-TZVPD) of a structure of composition C23H31BaN5PSi2 at a distorted geometry.

XYZ file:
```
63
C23H31BaN5PSi2, DFT ωB97M-V/def2-TZVPD
Ba -0.915 0.758 -0.839
P -0.974 -3.005 -0.592
Si -0.383 3.731 -0.618
Si 2.121 0.865 -0.811
N -3.421 0.247 -0.613
N -7.824 0.647 -1.502
N -0.940 0.123 2.168
N -1.834 0.844 2.870
N -5.816 0.199 -0.118
C 0.510 -7.297 0.337
C -2.740 -3.187 -0.113
C -0.078 -0.320 3.070
C 3.101 0.248 0.737
C -0.402 -4.716 -0.268
C -1.561 0.863 4.187
C -6.856 0.452 -0.896
C -0.549 -5.246 1.015
C 2.509 2.790 -0.701
C -0.423 0.113 4.365
C -1.189 -3.024 -2.417
C 3.297 0.325 -2.244
C 3.425 5.464 -0.515
C 3.879 3.121 -0.672
C -0.108 -6.526 1.314
C -0.780 4.676 1.004
C 1.571 3.856 -0.628
C 0.693 -6.772 -0.932
C -0.835 4.990 -1.987
C -4.584 0.257 -0.447
C 4.342 4.422 -0.583
C 0.243 -5.488 -1.230
C 2.073 5.170 -0.536
H 5.408 4.623 -0.565
H -2.596 1.289 2.388
H -2.821 -3.357 0.961
H -1.613 -3.964 -2.774
H -3.216 -4.015 -0.642
H 3.039 -0.844 0.827
H 4.613 2.322 -0.719
H -2.183 1.401 4.883
H 1.371 5.998 -0.476
H -1.922 5.088 -2.084
H 0.849 -8.299 0.566
H -1.863 4.760 1.156
H 4.163 0.523 0.713
H -1.878 -2.216 -2.677
H 0.760 -0.922 2.751
H 3.298 -0.768 -2.332
H -0.421 5.991 -1.818
H -0.357 5.688 1.033
H -0.241 -6.921 2.314
H 3.761 6.493 -0.444
H 0.404 -5.093 -2.225
H 4.337 0.649 -2.117
H 0.090 -0.085 5.289
H 2.943 0.732 -3.198
H 2.672 0.682 1.647
H -3.258 -2.255 -0.339
H -1.011 -4.649 1.794
H -0.453 4.635 -2.950
H -0.368 4.124 1.856
H 1.186 -7.358 -1.697
H -0.243 -2.835 -2.926
```

The net charge is -1. As for the HOMO-LUMO gap: 5.6 eV. The value obtained for the total energy is -2114.6658 hartree. As for the strongest force on any atom: 1.37 eV/A.

Mulliken population analysis, charges in e, atoms 1 to 5:
1. Ba 1.131
2. P 0.549
3. Si 0.077
4. Si 0.530
5. N -0.701

***

> Number 4 is which compound?

C23H31BaN5PSi2